[1]
The following is a DFT calculation (ωB97M-V/def2-TZVPD) of an isolated ion of composition C6H7O9 and charge -1 at a distorted geometry.

Element x y z (Å)
O: 4.152574 -2.675550 0.532336
C: 3.175264 -2.034749 0.567611
O: 2.007813 -2.253494 0.804902
C: 3.334066 -0.453352 0.145333
O: 4.265624 0.057141 -0.716123
O: 3.826702 1.428433 -1.117309
O: 2.492920 1.571236 -0.724702
C: 2.177773 0.517214 0.242187
C: 0.734774 0.379236 0.546860
O: 0.416051 1.668988 1.041874
C: -0.171952 0.003513 -0.676675
O: 0.402323 -1.065402 -1.411593
C: -1.628749 -0.196491 -0.154317
O: -2.700158 0.309042 -0.936263
O: 3.116733 0.482129 1.308928
H: 0.746218 -0.282267 1.406634
H: 0.789807 2.176873 0.318710
H: -0.368015 0.792646 -1.440097
H: 1.045950 -1.703514 -0.851651
H: -1.604306 0.432474 0.735471
H: -1.806514 -1.231462 0.125635
H: -2.603681 0.778027 -1.721709

Forces on atoms 1 to 6 (eV/Å):
O 3.93 -2.53 0.10
C -0.93 3.38 -1.45
O -2.83 -0.66 0.52
C -1.74 2.02 0.97
O -0.06 -0.42 -0.29
O 0.54 -0.68 0.64

Output
Total charge = -1
Molecular weight = 223.11 g mol⁻¹
Gap between HOMO and LUMO = 8.89 eV
Relative energy (zero: lowest compared OMol25 entry of this formula, charge and spin) = 4.4426 eV
Structure (SMILES) = O=C([O-])[C@@]12OOO[C@]1([C@@H](O)[C@@H](O)CO)O2
Electronic energy = -24757.1459 eV


[2]
The following is a DFT calculation (ωB97M-V/def2-TZVPD) of a 8-piece molecular cluster, C18H32Cl7NO11 overall at a distorted geometry.

Element x y z (Å)
C: 5.187382 2.482101 0.327060
C: 3.846442 1.831351 0.001680
C: 3.970522 0.290411 -0.089150
C: 3.887542 -0.444479 1.249240
C: 2.674322 -0.074889 2.071090
C: 2.702882 1.450371 2.429020
N: 2.812502 2.225281 1.112630
O: 2.317972 3.464141 1.067420
C: 3.832022 1.647291 3.469000
C: 1.371002 1.708031 3.131840
C: 3.356372 2.250561 -1.368180
H: 5.111962 3.549741 0.533340
H: 5.836592 2.436591 -0.547320
H: 5.788712 2.061231 1.132900
H: 4.736462 -0.058989 -0.781500
H: 3.018242 -0.033659 -0.508970
H: 4.714562 -0.191379 1.912620
H: 4.131142 -1.499269 1.122060
H: 2.660612 -0.762239 2.916930
H: 1.761122 -0.249279 1.502090
H: 4.830982 1.649381 3.032920
H: 3.879592 0.812511 4.168280
H: 3.790362 2.607671 3.982830
H: 1.151642 2.736901 3.417170
H: 1.177812 1.056701 3.984210
H: 0.563432 1.551621 2.416660
H: 4.064102 2.153751 -2.191480
H: 3.085472 3.304081 -1.298810
H: 2.419392 1.780691 -1.667160
Cl: -0.214928 -0.385409 -1.195190
O: -0.581248 -1.617329 -0.520250
O: 0.910992 -0.715899 -1.973140
O: -1.183978 0.149911 -2.092530
O: 0.059142 0.574651 -0.191970
C: -3.680978 -3.099519 0.015690
C: -4.077328 -3.219249 1.309900
C: -5.390008 -2.820749 1.718990
O: -5.660388 -2.727919 2.901270
C: -6.261338 -2.466399 0.578290
C: -5.885498 -2.435419 -0.705950
C: -4.541248 -2.730629 -1.163750
O: -4.136348 -2.776729 -2.334950
O: -6.795138 -2.162379 -1.646560
O: -3.245868 -3.706279 2.334810
H: -2.688888 -3.507769 -0.108760
H: -7.281548 -2.214869 0.827930
H: -6.432808 -2.168289 -2.535530
H: -3.764838 -3.808729 3.135920
O: 3.055702 -3.106879 -2.757250
H: 2.299442 -2.564639 -2.533050
H: 3.367262 -2.751779 -3.589760
O: -0.003778 -4.765209 -1.061790
H: -0.866628 -4.868689 -1.463070
H: 0.098212 -3.819749 -0.952470
C: -4.544348 1.157261 -2.891580
Cl: -4.112998 2.368891 -4.050110
Cl: -4.551098 1.844091 -1.291360
H: -5.558888 0.804621 -3.077220
H: -3.865678 0.309401 -2.984430
C: -2.305528 0.915751 2.722790
Cl: -1.505218 -0.317649 3.649840
Cl: -3.690728 0.143451 1.788270
H: -2.636788 1.716661 3.383780
H: -1.549078 1.326031 2.053790
C: -0.449938 2.704441 -4.264010
Cl: -0.470028 3.843091 -5.580910
Cl: 1.231612 2.149211 -4.052470
H: -0.788238 3.209971 -3.359520
H: -0.982178 1.804491 -4.572090

Forces on atoms 1 to 6 (eV/Å):
C 0.63 0.62 -0.26
C 0.13 -0.98 0.70
C -1.87 -0.29 1.12
C 2.02 0.32 0.41
C -0.17 0.06 -1.29
C -0.13 -1.28 0.49

Output
Total charge = -1
Molecular weight = 686.62 g mol⁻¹
Gap between HOMO and LUMO (alpha / beta) = 5.91 / 7.07 eV
Electronic energy = -130846.5156 eV
2S+1 = 2


[3]
The following is a DFT calculation (ωB97M-V/def2-TZVPD) of a 2-piece molecular cluster, C6H16NO2 overall at a distorted geometry.

Element x y z (Å)
C: 0.606731 -1.823386 -1.719179
O: 1.532960 -2.764835 -1.377244
C: 0.055933 -1.241002 -0.406425
C: 0.245878 0.304487 -0.433399
C: -0.804740 0.983626 0.405597
C: -0.408463 1.247719 1.661948
C: -2.128292 1.227114 -0.202220
N: 0.706326 -1.987771 0.970920
H: 1.066463 -1.122073 -2.404536
H: -0.295009 -2.032772 -2.255113
H: 1.273790 -3.613318 -1.858006
H: -1.106336 -1.392840 -0.427695
H: 0.348487 0.787368 -1.400932
H: 1.241586 0.536344 0.012607
H: 0.544592 1.203418 2.039929
H: -1.104979 1.716056 2.408449
H: -2.315044 0.633909 -1.081311
H: -2.191915 2.396914 -0.376945
H: -2.927646 1.031021 0.477876
H: 0.435430 -1.484020 1.825354
H: 0.419393 -2.948747 1.044544
H: 1.636535 -1.852601 0.866238
H: -0.193202 3.935647 1.788250
H: 0.282252 4.484137 0.422283
O: 0.034420 3.695411 0.912823

Forces on atoms 1 to 6 (eV/Å):
C -0.32 1.50 0.77
O -0.09 -4.14 -1.36
C -2.17 1.38 -0.45
C 1.08 0.00 1.89
C 1.70 -0.83 1.54
C -4.12 0.72 -0.05

Output
Total charge = +1
Molecular weight = 134.20 g mol⁻¹
Gap between HOMO and LUMO = 9.16 eV
Relative energy (zero: lowest compared OMol25 entry of this formula, charge and spin) = 2.8235 eV
Electronic energy = -12057.6254 eV


[4]
The following is a DFT calculation (ωB97M-V/def2-TZVPD) of an isolated molecule of C4H4ClNO2 at a distorted geometry.

Element x y z (Å)
N: 1.102559 1.823242 -2.168830
C: 0.770131 1.225220 -1.268505
C: 0.226968 0.828996 -0.004540
O: 0.272156 1.413515 0.979007
C: -0.585939 -0.510479 -0.033420
Cl: -1.853315 -0.682865 0.956879
C: 0.585887 -1.377045 0.481108
O: 1.622776 -0.945862 -0.532796
H: -0.952500 -0.543661 -0.965638
H: 0.347505 -2.394820 0.232157
H: 0.922783 -1.036737 1.417240
H: 2.328914 -1.920148 -0.386435

Forces on atoms 1 to 6 (eV/Å):
N 0.68 0.84 -2.08
C 0.01 0.49 0.92
C -3.02 -3.35 -2.33
O 1.08 3.53 4.28
C 5.11 1.46 1.36
Cl -3.71 0.10 3.24

Output
Total charge = 0
Molecular weight = 133.53 g mol⁻¹
Gap between HOMO and LUMO = 9.96 eV
Relative energy (zero: lowest compared OMol25 entry of this formula, charge and spin) = 3.6736 eV
Structure (SMILES) = N#CC(=O)[C@H](Cl)CO
Electronic energy = -22316.4181 eV


[5]
The following is a DFT calculation (ωB97M-V/def2-TZVPD) of C6H24BCsN4O4 as an isolated structure at a distorted geometry.

Element x y z (Å)
Cs: -27.658264 7.571589 3.390006
B: -30.066719 9.147553 1.140081
H: -29.219121 9.441322 0.540479
H: -30.865354 8.841502 0.482251
H: -29.769137 8.284047 1.714575
H: -30.351305 9.938363 1.816735
C: -28.830859 12.927700 1.462327
O: -28.038775 13.800755 1.654454
N: -30.028258 13.201190 0.960182
N: -28.702446 11.686537 1.698735
H: -30.694272 12.442799 0.923427
H: -30.190754 14.153929 0.666935
H: -27.905929 11.454926 2.274938
H: -29.442940 11.013190 1.563221
C: -30.965107 8.182114 4.668084
O: -31.090258 7.742180 5.804183
N: -30.286836 9.276467 4.386234
N: -31.347359 7.568993 3.626645
H: -30.321459 9.814520 5.240278
H: -30.001469 9.577536 3.465344
H: -31.220214 7.945345 2.698053
H: -31.844561 6.700444 3.762773
C: -33.909059 10.286999 1.533284
C: -32.836030 11.410214 1.520689
O: -32.004653 11.287432 0.397818
H: -33.480267 9.323925 1.256302
H: -34.729126 10.454681 0.835081
H: -34.381272 10.163579 2.507911
H: -32.209666 11.446984 2.411992
H: -33.311097 12.382682 1.391441
H: -31.681953 10.383460 0.380688
C: -34.164987 6.801469 -2.640469
C: -33.415665 7.956450 -2.023954
O: -32.968995 7.560091 -0.701348
H: -34.503025 6.947064 -3.666443
H: -35.099200 6.581115 -2.123955
H: -33.607883 5.868152 -2.558850
H: -34.068184 8.800358 -1.800055
H: -32.533490 8.196053 -2.617634
H: -32.376548 8.261316 -0.420482

Forces on atoms 1 to 6 (eV/Å):
Cs -0.23 0.05 -0.05
B 0.34 -0.32 -0.23
H 3.02 1.08 -2.23
H -3.13 -1.11 -2.32
H 1.14 -3.43 2.18
H -1.53 2.47 2.41

Output
Total charge = 0
Molecular weight = 360.00 g mol⁻¹
Gap between HOMO and LUMO = 7.62 eV
Relative energy (zero: lowest compared OMol25 entry of this formula, charge and spin) = 1.9245 eV
Electronic energy = -21984.2000 eV